No. 1
Here is a structure of composition C50H36F2INO34S from the Open Molecules 2025 dataset. Energies are from ωB97M-V/def2-TZVPD.

Last column: Mulliken charge in e.
CARTESIAN COORDINATES (ANGSTROEM)
O: 5.62 -1.23 -3.14  -0.599
S: 6.07 0.00 -3.70  1.302
O: 6.48 0.04 -5.05  -0.559
F: 7.29 0.44 -2.86  -0.203
N: 5.02 1.24 -3.43  -0.200
I: 4.82 1.74 -1.46  0.205
C: 3.74 1.04 -4.14  -0.966
C: 2.84 -0.09 -3.65  0.219
F: 2.94 -1.16 -4.56  -0.363
H: 3.20 1.98 -4.05  0.448
H: 3.92 0.89 -5.21  0.462
H: 3.15 -0.49 -2.69  0.276
H: 1.79 0.18 -3.62  -0.006
C: 9.57 5.15 -6.20  -0.981
C: 10.47 4.16 -6.29  0.247
C: 10.12 2.74 -5.94  0.966
O: 10.99 1.89 -6.06  -0.628
C: 8.78 2.45 -5.47  -0.708
C: 7.88 3.44 -5.38  0.187
C: 8.22 4.86 -5.75  0.885
O: 7.34 5.69 -5.66  -0.648
O: 6.63 3.27 -4.96  -0.405
O: 11.72 4.35 -6.68  -0.591
H: 9.81 6.18 -6.45  0.449
H: 8.54 1.42 -5.21  0.485
H: 6.22 4.16 -5.01  0.364
H: 12.16 3.48 -6.65  0.364
C: 0.65 3.91 1.09  -0.959
C: 1.12 3.33 -0.01  0.273
C: 0.68 1.94 -0.43  0.864
O: 1.13 1.47 -1.46  -0.473
C: -0.26 1.24 0.42  -0.713
C: -0.73 1.83 1.53  -0.167
C: -0.30 3.22 1.93  1.194
O: -0.79 3.69 2.95  -0.633
O: -1.59 1.26 2.36  -0.142
O: 2.00 3.93 -0.81  -0.623
H: 0.96 4.90 1.40  0.479
H: -0.56 0.25 0.13  0.550
H: -1.75 1.91 3.07  0.263
H: 2.20 3.32 -1.54  0.226
C: 14.48 0.02 -1.64  -1.030
C: 14.73 1.26 -2.10  0.397
C: 14.10 1.78 -3.37  1.125
O: 14.37 2.92 -3.70  -0.666
C: 13.23 0.90 -4.12  -0.995
C: 12.99 -0.34 -3.67  0.372
C: 13.59 -0.85 -2.38  0.927
O: 13.30 -1.98 -2.04  -0.630
O: 12.20 -1.20 -4.30  -0.546
O: 15.53 2.12 -1.48  -0.569
H: 14.92 -0.36 -0.73  0.419
H: 12.80 1.28 -5.03  0.475
H: 12.20 -2.01 -3.75  0.367
H: 15.53 2.93 -2.02  0.367
C: -3.25 -2.50 -4.10  -1.018
C: -3.57 -1.61 -3.15  0.189
C: -2.54 -0.76 -2.46  1.161
O: -2.93 0.04 -1.62  -0.646
C: -1.15 -0.92 -2.83  -0.702
C: -0.82 -1.81 -3.78  0.180
C: -1.86 -2.65 -4.48  0.951
O: -1.47 -3.42 -5.34  -0.629
O: 0.43 -2.02 -4.17  -0.439
O: -4.82 -1.42 -2.73  -0.530
H: -3.98 -3.12 -4.59  0.461
H: -0.41 -0.31 -2.33  0.355
H: 0.39 -2.72 -4.86  0.350
H: -4.78 -0.73 -2.04  0.342
C: -7.64 0.75 1.99  -1.189
C: -8.05 1.30 3.14  0.621
C: -7.08 1.88 4.14  0.725
O: -7.56 2.38 5.16  -0.684
C: -5.67 1.81 3.86  -0.702
C: -5.25 1.25 2.71  -0.301
C: -6.22 0.70 1.70  1.389
O: -5.76 0.22 0.67  -0.620
O: -3.97 1.15 2.39  -0.401
O: -9.34 1.39 3.48  -0.598
H: -8.32 0.33 1.27  0.639
H: -4.98 2.21 4.59  0.461
H: -3.93 0.71 1.52  0.207
H: -9.36 1.83 4.35  0.374
C: -11.26 -0.62 -0.05  -0.984
C: -10.17 -0.92 -0.77  0.234
C: -10.16 -2.03 -1.79  1.063
O: -9.13 -2.21 -2.41  -0.602
C: -11.37 -2.81 -1.97  -1.057
C: -12.46 -2.52 -1.24  0.387
C: -12.48 -1.39 -0.25  1.017
O: -13.52 -1.18 0.35  -0.618
O: -13.60 -3.19 -1.35  -0.563
O: -9.02 -0.26 -0.65  -0.480
H: -11.28 0.18 0.68  0.521
H: -11.35 -3.62 -2.69  0.415
H: -14.22 -2.77 -0.72  0.368
H: -8.40 -0.68 -1.29  0.252
C: -5.18 -1.85 7.68  -1.218
C: -5.67 -2.81 8.47  0.295
C: -7.16 -3.05 8.62  1.050
O: -7.51 -3.96 9.35  -0.623
C: -8.07 -2.18 7.90  -0.943
C: -7.58 -1.21 7.11  0.376
C: -6.09 -1.00 6.94  1.013
O: -5.73 -0.12 6.18  -0.449
O: -8.35 -0.37 6.43  -0.566
O: -4.91 -3.63 9.18  -0.574
H: -4.12 -1.68 7.56  0.521
H: -9.13 -2.34 8.03  0.443
H: -7.74 0.24 5.97  0.307
H: -5.52 -4.23 9.66  0.367
C: 0.95 -2.85 5.07  -1.099
C: 0.42 -3.80 5.85  0.336
C: -1.07 -4.03 5.92  1.109
O: -1.46 -4.94 6.64  -0.634
C: -1.94 -3.18 5.15  -0.920
C: -1.41 -2.22 4.37  0.143
C: 0.08 -2.00 4.28  1.032
O: 0.47 -1.12 3.53  -0.543
O: -2.14 -1.39 3.64  -0.448
O: 1.14 -4.61 6.60  -0.570
H: 2.01 -2.68 5.01  0.433
H: -3.01 -3.34 5.22  0.536
H: -1.51 -0.80 3.18  0.210
H: 0.51 -5.20 7.06  0.366

Computed properties:
- molar mass (g mol⁻¹) = 1391.778
- frontier orbital gap (eV) = 7.7
- energy (Ha) = -5435.39852

No. 2
Here is a structure of composition C20H52AlClIN6O5P2 from the Open Molecules 2025 dataset. Energies are from ωB97M-V/def2-TZVPD.

Last column: Mulliken charge in e.
CARTESIAN COORDINATES (ANGSTROEM)
O: 3.65 -5.66 1.62  -0.624
C: 2.80 -4.83 1.83  0.307
O: 1.66 -5.20 2.53  -0.564
C: 2.92 -3.43 1.39  0.281
Al: 2.15 -3.10 -0.47  -0.618
O: 1.09 -1.63 -0.38  -0.355
C: 3.58 -2.77 -1.88  -0.864
C: 3.00 -2.69 -3.31  -0.792
C: 1.92 -1.64 -3.41  0.058
Cl: 1.44 -1.40 -5.15  -0.291
C: 1.12 -4.75 -1.01  -0.753
C: -0.40 -4.69 -0.59  -0.509
C: -1.24 -4.27 -1.81  -0.963
I: -1.99 -5.97 -2.90  -0.055
H: 0.89 -5.09 1.95  0.349
H: 3.98 -3.17 1.48  0.408
H: 2.37 -2.79 2.09  -0.313
H: 1.65 -0.90 -0.12  0.151
H: 4.23 -3.66 -1.87  0.381
H: 4.19 -1.90 -1.66  0.462
H: 3.82 -2.45 -3.99  0.411
H: 2.57 -3.64 -3.62  0.285
H: 2.25 -0.66 -3.07  0.353
H: 1.03 -1.90 -2.85  -0.101
H: 1.55 -5.68 -0.63  0.598
H: 1.12 -4.84 -2.10  0.485
H: -0.67 -5.68 -0.24  0.329
H: -0.53 -3.92 0.18  0.229
H: -0.65 -3.69 -2.50  0.204
H: -2.07 -3.66 -1.47  0.495
O: 2.46 0.10 3.35  -0.960
P: 1.50 0.99 4.08  0.773
N: 2.57 2.22 4.66  0.336
C: 3.46 2.10 5.80  -1.168
C: 3.14 3.05 3.60  -1.252
N: 0.93 -0.16 5.26  0.181
C: 1.56 -0.34 6.55  -1.028
C: 0.65 -1.47 4.66  -1.166
N: 0.05 2.00 4.37  0.084
C: -0.60 2.49 3.15  -1.036
C: -0.01 2.97 5.42  -0.798
H: 3.83 3.09 6.07  0.441
H: 4.31 1.44 5.60  0.306
H: 2.94 1.75 6.69  0.320
H: 2.68 4.05 3.61  0.251
H: 2.98 2.62 2.61  0.424
H: 4.22 3.17 3.72  0.399
H: 2.63 -0.55 6.49  0.359
H: 1.09 -1.17 7.08  0.369
H: 1.40 0.53 7.20  0.254
H: 1.56 -2.07 4.52  0.413
H: 0.18 -1.36 3.68  0.329
H: -0.05 -2.02 5.30  0.373
H: -0.05 3.32 2.69  0.296
H: -1.62 2.81 3.36  0.366
H: -0.66 1.68 2.41  0.356
H: 0.53 3.89 5.19  0.242
H: 0.36 2.57 6.36  0.175
H: -1.06 3.22 5.59  0.373
O: -3.11 0.58 -2.20  -0.841
P: -3.04 1.90 -2.92  0.588
N: -4.30 1.70 -4.09  0.263
C: -4.20 0.93 -5.31  -1.144
C: -5.64 1.65 -3.51  -1.213
N: -1.41 1.79 -3.52  0.234
C: -1.08 1.22 -4.81  -1.075
C: -0.48 1.29 -2.50  -1.202
N: -3.00 3.67 -3.15  0.096
C: -3.53 4.45 -2.03  -0.958
C: -3.31 4.30 -4.41  -0.788
H: -5.05 1.17 -5.96  0.442
H: -4.19 -0.15 -5.14  0.318
H: -3.33 1.20 -5.90  0.318
H: -6.19 2.57 -3.71  0.259
H: -5.61 1.51 -2.42  0.399
H: -6.21 0.81 -3.91  0.405
H: -1.47 0.20 -4.94  0.378
H: 0.00 1.17 -4.94  0.389
H: -1.43 1.85 -5.63  0.241
H: -0.50 0.20 -2.41  0.503
H: -0.71 1.71 -1.52  0.265
H: 0.54 1.60 -2.75  0.367
H: -4.63 4.43 -1.99  0.316
H: -3.21 5.49 -2.08  0.338
H: -3.16 4.04 -1.08  0.317
H: -4.39 4.34 -4.61  0.241
H: -2.83 3.80 -5.24  0.168
H: -2.93 5.32 -4.39  0.379

Computed properties:
- molar mass (g mol⁻¹) = 707.960
- charge = -1
- frontier orbital gap (eV) = 7.0
- energy (Ha) = -3181.01361

No. 3
Here is a structure of composition C26H33Cl2NOPt from the Open Molecules 2025 dataset. Energies are from ωB97M-V/def2-TZVPD.

Last column: natural (NBO) charge in e.
CARTESIAN COORDINATES (ANGSTROEM)
Pt: -0.02 0.32 -0.35  0.866
C: 0.24 1.40 -2.24  -0.326
C: -0.80 2.06 -1.49  -0.214
C: -0.12 2.88 -0.48  0.156
C: 1.26 2.67 -0.66  -0.355
C: 1.51 1.77 -1.72  -0.015
C: 2.83 1.44 -2.36  -0.081
C: 2.92 2.25 -3.66  -0.593
C: 2.89 -0.06 -2.67  -0.600
C: 3.99 1.82 -1.44  -0.601
C: -0.57 3.88 0.58  -0.132
C: -1.95 3.62 1.18  -0.599
C: 0.42 3.85 1.76  -0.597
C: -0.52 5.28 -0.06  -0.596
C: -2.25 1.97 -1.95  -0.064
C: -2.79 3.36 -2.33  -0.600
C: -3.13 1.28 -0.90  -0.608
C: -2.35 1.11 -3.22  -0.600
H: 0.11 0.88 -3.17  0.234
H: 2.03 3.16 -0.10  0.233
H: 2.11 1.99 -4.33  0.203
H: 3.86 2.06 -4.17  0.209
H: 2.85 3.31 -3.44  0.212
H: 2.18 -0.33 -3.45  0.199
H: 2.65 -0.63 -1.77  0.218
H: 3.89 -0.35 -3.00  0.212
H: 4.01 2.90 -1.28  0.207
H: 4.94 1.53 -1.89  0.210
H: 3.89 1.33 -0.48  0.217
H: -2.00 2.60 1.55  0.226
H: -2.75 3.79 0.47  0.203
H: -2.12 4.29 2.02  0.212
H: 0.56 2.83 2.10  0.228
H: 0.01 4.43 2.59  0.212
H: 1.38 4.28 1.50  0.202
H: -1.23 5.36 -0.89  0.211
H: 0.47 5.48 -0.45  0.210
H: -0.77 6.04 0.67  0.215
H: -2.90 4.00 -1.47  0.203
H: -3.77 3.26 -2.80  0.210
H: -2.12 3.84 -3.03  0.208
H: -3.36 1.94 -0.06  0.213
H: -2.61 0.40 -0.51  0.222
H: -4.07 0.96 -1.33  0.203
H: -1.78 1.54 -4.04  0.202
H: -3.39 1.04 -3.54  0.214
H: -2.00 0.10 -3.02  0.208
Cl: -0.73 -1.48 4.34  0.019
C: -0.60 -2.42 2.89  -0.133
C: -0.75 -3.79 2.97  -0.194
C: -0.66 -4.58 1.84  -0.107
Cl: -0.81 -6.29 1.99  -0.005
C: -0.43 -4.00 0.58  -0.026
C: -0.32 -4.72 -0.63  -0.131
C: -0.11 -4.04 -1.81  -0.267
C: -0.04 -2.65 -1.78  0.057
N: -0.13 -1.95 -0.67  -0.432
C: -0.31 -2.59 0.50  0.077
C: -0.35 -1.75 1.68  0.347
O: -0.17 -0.49 1.61  -0.712
H: -0.94 -4.25 3.93  0.241
H: -0.40 -5.79 -0.61  0.234
H: 0.00 -4.57 -2.74  0.229
H: 0.11 -2.08 -2.69  0.206

Computed properties:
- molar mass (g mol⁻¹) = 641.540
- energy relative to the best compared isomer or geometry (same formula, charge and spin) (eV) = 0.631
- frontier orbital gap (alpha / beta) (eV) = 6.4 / 6.3
- energy (Ha) = -2180.21111

No. 4
Here is the molecule C20H17FN4O5S from the Open Molecules 2025 dataset. Energies are from ωB97M-V/def2-TZVPD.

Last column: natural (NBO) charge in e.
CARTESIAN COORDINATES (ANGSTROEM)
O: 2.80 2.41 -1.33  -0.592
C: 1.80 2.36 -2.01  0.678
C: 1.88 2.74 -3.50  -0.618
S: 0.92 1.71 -4.65  0.295
C: 1.55 0.15 -4.24  0.274
N: 1.51 -0.92 -4.97  -0.297
N: 2.05 -1.90 -4.22  -0.282
C: 2.40 -1.39 -3.09  0.445
C: 2.88 -2.10 -1.88  -0.287
N: 1.73 -2.34 -1.03  -0.598
C: 1.60 -1.79 0.20  0.679
O: 2.51 -1.25 0.79  -0.602
C: 0.23 -1.95 0.78  -0.237
C: 0.08 -2.35 2.11  -0.141
C: -1.17 -2.54 2.66  -0.230
C: -2.31 -2.31 1.89  -0.196
C: -2.19 -1.87 0.58  -0.293
C: -0.93 -1.70 0.05  0.479
F: -0.83 -1.27 -1.23  -0.342
O: 2.11 -0.07 -3.03  -0.419
N: 0.56 2.03 -1.60  -0.608
C: 0.13 1.72 -0.30  0.135
C: 1.02 1.49 0.75  -0.239
C: 0.54 1.22 2.01  -0.215
C: -0.83 1.19 2.26  0.193
C: -1.72 1.43 1.21  0.294
C: -1.24 1.68 -0.06  -0.297
O: -3.08 1.45 1.41  -0.505
C: -3.43 1.66 2.76  -0.097
C: -2.64 0.71 3.66  -0.095
O: -1.25 0.94 3.54  -0.486
H: 1.48 3.75 -3.63  0.253
H: 2.93 2.73 -3.80  0.254
H: 3.36 -3.04 -2.17  0.232
H: 3.57 -1.47 -1.30  0.265
H: 0.94 -2.78 -1.48  0.407
H: 0.98 -2.51 2.69  0.235
H: -1.27 -2.86 3.68  0.221
H: -3.29 -2.48 2.31  0.220
H: -3.06 -1.65 -0.02  0.234
H: -0.18 2.05 -2.29  0.405
H: 2.08 1.52 0.57  0.265
H: 1.21 1.03 2.82  0.234
H: -1.95 1.86 -0.85  0.218
H: -4.50 1.48 2.84  0.201
H: -3.21 2.70 3.05  0.180
H: -2.89 0.86 4.71  0.199
H: -2.86 -0.33 3.37  0.180

Computed properties:
- molar mass (g mol⁻¹) = 444.444
- energy relative to the best compared isomer or geometry (same formula, charge and spin) (eV) = 0.000
- frontier orbital gap (eV) = 8.4
- SMILES = O=C(CSc1nnc(CNC(=O)c2ccccc2F)o1)Nc1ccc2c(c1)OCCO2
- energy (Ha) = -1865.63356